No. 1
{
  "formula": "C3HO4",
  "method": "the ωB97M-V functional and the def2-TZVPD basis",
  "species": ["C", "C", "C", "O", "O", "O", "O", "H"],
  "coordinates": [[0.814, -0.039, -0.570], [0.547, 1.100, -1.066], [2.422, -0.355, 1.283], [0.138, 2.047, -1.578], [2.423, -0.092, 2.466], [1.063, -0.147, 0.829], [3.282, -0.777, 0.500], [1.133, -0.777, -1.244]],
  "lowdin_spin": [0.572, 0.573, 0.027, 0.487, 0.043, 0.240, 0.009, 0.048],
  "charge": -1,
  "multiplicity": 3,
  "s2": 2.008,
  "relative_energy_kcal_mol": 7.0,
  "orbital_gap_ev": [5.8636, 6.8612],
  "e_tot_ha": -415.8041
}

---

No. 2
{
  "formula": "C72H130N4O22",
  "method": "the ωB97M-V functional and the def2-TZVPD basis",
  "species": ["C", "C", "C", "C", "C", "C", "N", "O", "C", "C", "C", "H", "H", "H", "H", "H", "H", "H", "H", "H", "H", "H", "H", "H", "H", "H", "H", "H", "H", "H", "C", "C", "C", "C", "C", "C", "N", "O", "C", "C", "C", "H", "H", "H", "H", "H", "H", "H", "H", "H", "H", "H", "H", "H", "H", "H", "H", "H", "H", "H", "C", "C", "C", "C", "C", "C", "N", "O", "C", "C", "C", "H", "H", "H", "H", "H", "H", "H", "H", "H", "H", "H", "H", "H", "H", "H", "H", "H", "H", "H", "C", "C", "C", "C", "C", "C", "N", "O", "C", "C", "C", "H", "H", "H", "H", "H", "H", "H", "H", "H", "H", "H", "H", "H", "H", "H", "H", "H", "H", "H", "O", "C", "O", "C", "C", "C", "H", "H", "H", "H", "H", "H", "O", "C", "O", "C", "C", "C", "H", "H", "H", "H", "H", "H", "O", "C", "O", "C", "C", "C", "H", "H", "H", "H", "H", "H", "O", "C", "O", "C", "C", "C", "H", "H", "H", "H", "H", "H", "O", "C", "O", "C", "C", "C", "H", "H", "H", "H", "H", "H", "O", "C", "O", "C", "C", "C", "H", "H", "H", "H", "H", "H", "O", "C", "O", "C", "C", "C", "H", "H", "H", "H", "H", "H", "O", "C", "O", "C", "C", "C", "H", "H", "H", "H", "H", "H", "O", "C", "O", "C", "C", "C", "H", "H", "H", "H", "H", "H"],
  "coordinates": [[-0.903, 18.689, -18.838], [0.414, 18.082, -19.246], [0.338, 16.545, -18.952], [-0.391, 15.768, -20.075], [0.290, 16.042, -21.420], [0.263, 17.590, -21.765], [0.863, 18.366, -20.647], [0.900, 19.743, -20.941], [1.257, 17.635, -22.955], [-1.141, 17.932, -22.274], [1.510, 18.669, -18.405], [-1.127, 18.544, -17.781], [-1.757, 18.308, -19.398], [-0.877, 19.773, -18.948], [1.368, 16.205, -18.850], [-0.165, 16.238, -18.035], [-1.460, 15.966, -20.160], [-0.488, 14.698, -19.894], [-0.235, 15.524, -22.223], [1.261, 15.550, -21.381], [2.229, 17.144, -22.894], [0.876, 17.131, -23.844], [1.438, 18.682, -23.195], [-1.802, 18.045, -21.415], [-1.058, 18.920, -22.727], [-1.491, 17.243, -23.042], [1.394, 18.397, -17.356], [1.625, 19.752, -18.451], [2.498, 18.237, -18.564], [1.826, 19.780, -21.193], [-7.947, 24.554, -23.879], [-6.868, 24.369, -24.978], [-7.110, 22.905, -25.623], [-8.285, 22.840, -26.667], [-8.305, 24.111, -27.553], [-8.026, 25.512, -26.914], [-6.831, 25.383, -26.047], [-6.293, 26.584, -25.634], [-7.736, 26.445, -28.081], [-9.324, 26.143, -26.292], [-5.507, 24.315, -24.287], [-8.101, 25.604, -23.629], [-7.857, 23.914, -23.001], [-8.902, 24.273, -24.322], [-6.182, 22.482, -26.007], [-7.512, 22.318, -24.797], [-9.173, 22.954, -26.046], [-8.472, 21.875, -27.136], [-9.263, 24.002, -28.062], [-7.544, 23.919, -28.310], [-8.552, 26.441, -28.804], [-7.445, 27.456, -27.798], [-6.848, 26.076, -28.595], [-10.024, 26.647, -26.959], [-9.906, 25.385, -25.767], [-9.034, 26.941, -25.609], [-5.392, 23.553, -23.516], [-5.306, 25.226, -23.724], [-4.578, 24.213, -24.848], [-5.524, 26.528, -26.205], [-10.752, 24.233, -18.532], [-10.054, 24.229, -19.942], [-11.093, 24.775, -20.864], [-11.288, 26.320, -20.723], [-9.964, 27.008, -21.197], [-8.804, 26.531, -20.282], [-8.806, 25.052, -20.114], [-7.721, 24.517, -19.547], [-7.476, 26.922, -20.943], [-8.850, 27.293, -18.919], [-9.708, 22.788, -20.340], [-11.542, 23.485, -18.472], [-11.273, 25.148, -18.255], [-9.971, 23.981, -17.814], [-10.772, 24.532, -21.876], [-12.026, 24.211, -20.877], [-11.656, 26.735, -19.785], [-12.029, 26.549, -21.487], [-10.155, 28.081, -21.236], [-9.779, 26.577, -22.181], [-7.225, 26.241, -21.756], [-7.496, 27.850, -21.515], [-6.552, 26.895, -20.365], [-8.073, 26.955, -18.233], [-8.724, 28.375, -18.885], [-9.796, 27.211, -18.384], [-9.111, 22.773, -21.252], [-10.618, 22.189, -20.381], [-9.145, 22.172, -19.639], [-7.401, 23.981, -20.276], [2.271, 24.772, -24.416], [1.038, 23.916, -24.354], [-0.145, 24.950, -24.478], [-1.494, 24.332, -24.620], [-1.425, 23.413, -25.820], [-0.262, 22.362, -25.846], [1.034, 23.008, -25.545], [2.095, 22.027, -25.537], [-0.548, 21.126, -24.913], [-0.154, 21.876, -27.294], [0.895, 23.249, -22.948], [2.306, 25.346, -25.342], [3.171, 24.162, -24.487], [2.313, 25.385, -23.516], [-0.056, 25.650, -23.647], [-0.055, 25.531, -25.395], [-2.320, 25.038, -24.704], [-1.741, 23.800, -23.701], [-1.322, 23.940, -26.769], [-2.437, 23.015, -25.889], [-0.897, 21.403, -23.918], [-1.355, 20.579, -25.402], [0.275, 20.440, -24.715], [-1.141, 21.502, -27.569], [-0.104, 22.740, -27.956], [0.606, 21.122, -27.499], [1.348, 23.882, -22.186], [1.534, 22.369, -22.876], [-0.096, 22.858, -22.718], [2.511, 22.443, -26.295], [-5.923, 22.741, -21.068], [-4.846, 22.163, -20.896], [-4.587, 21.403, -19.810], [-3.372, 20.737, -19.812], [-2.595, 21.393, -20.978], [-3.655, 22.023, -21.858], [-3.611, 19.698, -20.038], [-2.852, 20.950, -18.879], [-2.074, 20.650, -21.582], [-1.814, 22.041, -20.580], [-3.849, 21.529, -22.810], [-3.457, 23.059, -22.133], [-4.688, 15.518, -22.402], [-5.360, 15.567, -21.358], [-6.761, 15.284, -21.353], [-7.404, 15.613, -20.109], [-6.218, 15.530, -19.197], [-4.987, 15.919, -19.963], [-8.179, 14.886, -19.865], [-7.886, 16.587, -20.180], [-6.128, 14.604, -18.629], [-6.418, 16.280, -18.432], [-4.126, 15.332, -19.641], [-4.903, 17.001, -19.865], [-3.832, 21.222, -27.464], [-4.168, 20.378, -26.640], [-4.333, 20.682, -25.324], [-5.201, 19.750, -24.756], [-5.673, 18.827, -25.909], [-4.540, 18.917, -26.924], [-6.092, 20.244, -24.367], [-4.715, 19.169, -23.973], [-6.638, 19.279, -26.133], [-5.810, 17.800, -25.569], [-4.961, 18.764, -27.918], [-3.697, 18.247, -26.754], [-5.993, 18.735, -22.159], [-7.200, 18.705, -22.243], [-7.969, 19.422, -21.316], [-9.327, 19.358, -21.618], [-9.470, 18.857, -23.013], [-8.153, 18.099, -23.239], [-9.761, 20.353, -21.522], [-9.844, 18.705, -20.915], [-9.682, 19.667, -23.711], [-10.232, 18.080, -23.073], [-7.816, 18.186, -24.272], [-8.181, 17.056, -22.921], [-4.106, 16.983, -16.946], [-3.766, 17.957, -16.364], [-3.888, 19.171, -16.797], [-3.242, 20.137, -15.918], [-2.290, 19.336, -14.981], [-3.019, 17.938, -15.014], [-4.016, 20.639, -15.338], [-2.783, 20.932, -16.506], [-2.261, 19.879, -14.037], [-1.301, 19.223, -15.424], [-3.708, 17.986, -14.171], [-2.367, 17.074, -14.887], [-3.212, 25.019, -20.607], [-2.881, 26.125, -21.086], [-1.516, 26.455, -21.271], [-1.502, 27.882, -21.267], [-2.792, 28.269, -21.896], [-3.769, 27.263, -21.440], [-0.621, 28.215, -21.814], [-1.454, 28.245, -20.240], [-2.749, 28.176, -22.982], [-3.102, 29.304, -21.754], [-4.538, 26.992, -22.163], [-4.246, 27.534, -20.498], [-0.844, 22.756, -16.452], [-0.071, 23.080, -17.342], [0.317, 22.245, -18.387], [1.278, 22.823, -19.136], [1.706, 24.112, -18.451], [0.727, 24.381, -17.327], [0.849, 23.101, -20.099], [2.096, 22.117, -19.282], [1.662, 24.963, -19.130], [2.770, 24.037, -18.223], [0.110, 25.280, -17.323], [1.333, 24.578, -16.443], [-4.665, 23.700, -13.878], [-4.945, 23.786, -15.134], [-5.927, 23.119, -15.790], [-5.927, 23.316, -17.176], [-4.755, 24.250, -17.504], [-4.228, 24.672, -16.085], [-6.814, 23.858, -17.503], [-5.830, 22.374, -17.716], [-4.897, 25.103, -18.168], [-3.952, 23.651, -17.933], [-4.405, 25.745, -16.003], [-3.154, 24.510, -15.989], [-9.943, 17.775, -17.361], [-9.043, 18.548, -17.320], [-8.049, 18.565, -18.227], [-7.074, 19.541, -18.087], [-7.140, 19.819, -16.591], [-8.642, 19.590, -16.229], [-7.361, 20.401, -18.693], [-6.085, 19.258, -18.446], [-6.786, 20.820, -16.346], [-6.477, 19.099, -16.113], [-9.317, 20.388, -16.539], [-8.760, 19.230, -15.207]],
  "lowdin_charge": [-0.021, -0.489, -0.103, -0.180, -0.136, -0.466, -0.086, -0.019, -0.048, -0.012, -0.049, 0.081, 0.072, 0.072, 0.113, 0.117, 0.094, 0.107, 0.114, 0.113, 0.080, 0.085, 0.063, 0.064, 0.059, 0.094, 0.087, 0.067, 0.088, 0.101, -0.026, -0.432, -0.088, -0.163, -0.128, -0.471, -0.120, -0.006, -0.064, -0.032, -0.032, 0.067, 0.074, 0.058, 0.098, 0.097, 0.084, 0.105, 0.116, 0.110, 0.090, 0.082, 0.081, 0.077, 0.062, 0.079, 0.066, 0.067, 0.074, 0.111, -0.017, -0.477, -0.160, -0.148, -0.114, -0.455, -0.128, -0.013, -0.045, -0.031, -0.037, 0.078, 0.065, 0.077, 0.111, 0.121, 0.097, 0.101, 0.121, 0.101, 0.057, 0.090, 0.063, 0.074, 0.077, 0.064, 0.079, 0.084, 0.078, 0.063, -0.054, -0.473, -0.146, -0.201, -0.114, -0.461, -0.092, -0.019, -0.004, -0.040, -0.019, 0.088, 0.080, 0.084, 0.109, 0.120, 0.106, 0.092, 0.117, 0.104, 0.053, 0.072, 0.070, 0.068, 0.082, 0.086, 0.069, 0.080, 0.059, 0.099, 0.076, -0.396, 0.007, -0.159, -0.118, -0.059, 0.124, 0.110, 0.090, 0.110, 0.117, 0.091, 0.070, -0.386, -0.034, -0.148, -0.176, -0.084, 0.130, 0.108, 0.127, 0.099, 0.132, 0.125, 0.089, -0.448, -0.002, -0.201, -0.147, -0.048, 0.109, 0.115, 0.113, 0.117, 0.125, 0.133, 0.099, -0.409, 0.007, -0.206, -0.131, -0.048, 0.104, 0.132, 0.119, 0.119, 0.109, 0.131, 0.127, -0.560, 0.015, -0.112, -0.111, -0.044, 0.121, 0.100, 0.115, 0.099, 0.120, 0.118, 0.082, -0.370, -0.001, -0.179, -0.180, -0.096, 0.132, 0.129, 0.126, 0.128, 0.127, 0.135, 0.093, -0.381, 0.015, -0.225, -0.148, -0.062, 0.106, 0.128, 0.110, 0.116, 0.126, 0.126, 0.025, -0.396, 0.017, -0.167, -0.113, -0.067, 0.109, 0.106, 0.106, 0.095, 0.125, 0.112, 0.126, -0.477, -0.005, -0.182, -0.124, -0.022, 0.115, 0.120, 0.091, 0.109, 0.122, 0.122],
  "charge": 0,
  "multiplicity": 1,
  "relative_energy_kcal_mol": 0.0,
  "orbital_gap_ev": 8.0433,
  "e_tot_ha": -4695.5017
}

---

No. 3
{
  "formula": "C31H30NO4S",
  "method": "the ωB97M-V functional and the def2-TZVPD basis",
  "species": ["C", "O", "C", "C", "C", "C", "C", "O", "C", "C", "C", "H", "H", "H", "H", "H", "H", "H", "H", "H", "H", "H", "C", "C", "C", "C", "C", "S", "N", "C", "C", "C", "C", "C", "C", "C", "C", "C", "C", "C", "C", "C", "C", "C", "O", "O", "C", "C", "H", "H", "H", "H", "H", "H", "H", "H", "H", "H", "H", "H", "H", "H", "H", "H", "H", "H", "H"],
  "coordinates": [[1.430, 6.172, -0.966], [1.274, 5.443, 0.277], [2.043, 4.367, 0.593], [1.671, 3.679, 1.783], [2.215, 2.452, 2.073], [3.208, 1.893, 1.233], [3.805, 0.643, 1.583], [4.891, 0.258, 0.971], [5.872, -0.624, 1.558], [3.671, 2.639, 0.112], [3.103, 3.853, -0.215], [0.645, 6.929, -0.940], [2.415, 6.652, -0.999], [1.290, 5.518, -1.836], [0.905, 4.129, 2.419], [1.917, 1.899, 2.961], [3.419, 0.007, 2.382], [6.669, -0.672, 0.812], [6.263, -0.205, 2.495], [5.470, -1.627, 1.764], [4.499, 2.236, -0.468], [3.454, 4.385, -1.103], [6.809, -3.775, 9.945], [5.638, -4.015, 9.038], [4.395, -4.391, 9.570], [3.307, -4.611, 8.729], [3.444, -4.365, 7.359], [2.018, -4.356, 6.308], [1.671, -2.522, 6.211], [1.433, -1.739, 7.431], [1.111, -0.344, 6.971], [-0.139, 0.238, 7.194], [-0.425, 1.488, 6.633], [0.544, 2.181, 5.905], [1.793, 1.587, 5.686], [2.067, 0.325, 6.210], [0.984, -2.217, 5.120], [0.384, -1.999, 4.056], [-0.831, -2.020, 3.292], [-2.049, -1.560, 3.855], [-3.266, -1.907, 3.268], [-3.295, -2.580, 2.035], [-2.082, -2.956, 1.428], [-0.863, -2.615, 2.013], [2.388, -4.605, 4.945], [0.870, -4.951, 6.934], [4.696, -4.092, 6.806], [5.779, -3.877, 7.652], [7.700, -3.517, 9.367], [6.626, -2.962, 10.660], [7.039, -4.669, 10.535], [4.280, -4.493, 10.652], [2.355, -4.959, 9.123], [0.646, -2.205, 8.038], [2.348, -1.764, 8.031], [-0.877, -0.305, 7.791], [-1.420, 1.917, 6.765], [0.332, 3.171, 5.495], [2.560, 2.099, 5.103], [3.025, -0.166, 6.015], [-2.005, -0.973, 4.774], [-4.201, -1.636, 3.761], [-4.252, -2.802, 1.557], [-2.097, -3.499, 0.481], [0.080, -2.844, 1.517], [4.813, -4.039, 5.728], [6.747, -3.579, 7.238]],
  "lowdin_charge": [-0.022, -0.050, -0.196, 0.039, 0.011, -0.173, 0.043, -0.045, 0.010, 0.028, 0.030, 0.102, 0.102, 0.104, 0.136, 0.106, 0.164, 0.108, 0.109, 0.111, 0.133, 0.125, -0.046, -0.257, -0.020, -0.045, -0.299, 0.767, -0.141, -0.131, -0.236, -0.025, -0.072, -0.086, -0.099, -0.052, -0.133, 0.058, -0.251, -0.036, -0.085, -0.086, -0.086, -0.053, -0.281, -0.266, -0.047, -0.026, 0.078, 0.091, 0.091, 0.127, 0.121, 0.130, 0.123, 0.122, 0.109, 0.102, 0.090, 0.121, 0.105, 0.104, 0.102, 0.103, 0.106, 0.115, 0.118],
  "charge": 1,
  "multiplicity": 1,
  "relative_energy_kcal_mol": 15.5,
  "orbital_gap_ev": 4.6241,
  "e_tot_ha": -1952.7976
}

---

No. 4
{
  "formula": "C15H19N3OS",
  "method": "the ωB97M-V functional and the def2-TZVPD basis",
  "species": ["C", "C", "C", "H", "H", "C", "C", "N", "N", "C", "N", "C", "O", "C", "H", "H", "C", "C", "C", "C", "C", "C", "C", "H", "H", "H", "H", "H", "H", "H", "H", "S", "H", "H", "H", "H", "H", "H", "H"],
  "coordinates": [[-6.828, -1.933, 0.865], [-6.311, -1.348, -0.564], [-4.802, -1.001, -0.700], [-4.363, -2.047, -0.491], [-4.692, -0.973, -1.846], [-4.526, -0.088, 0.329], [-3.125, 0.169, 0.241], [-2.283, -0.260, -0.885], [-1.061, 0.179, -0.866], [-0.739, 1.048, 0.069], [0.341, 1.936, 0.312], [1.536, 1.654, -0.412], [2.560, 2.111, -0.096], [1.745, 0.554, -1.298], [1.103, 0.752, -2.317], [1.197, -0.471, -0.804], [3.206, 0.038, -1.714], [3.884, -0.594, -0.613], [3.818, -1.795, -0.579], [4.347, -2.545, 0.601], [5.211, -1.930, 1.228], [5.351, -0.473, 1.305], [4.799, 0.234, 0.205], [4.900, 1.231, 0.199], [6.152, 0.127, 1.557], [5.861, -2.441, 2.089], [4.219, -3.837, 0.608], [3.066, -2.266, -1.199], [3.581, 1.117, -1.861], [3.192, -0.433, -2.610], [0.396, 2.588, 0.935], [-2.239, 1.520, 0.894], [-4.587, -0.264, 1.339], [-5.068, 0.790, 0.101], [-7.033, -0.466, -0.720], [-6.716, -1.824, -1.318], [-6.681, -1.225, 1.422], [-6.318, -2.822, 1.249], [-7.956, -2.138, 0.787]],
  "lowdin_charge": [-0.053, -0.215, -0.249, 0.150, 0.159, -0.290, -0.492, -0.006, -0.063, -0.534, 0.139, -0.504, 0.115, -0.115, 0.168, 0.176, -0.130, -0.334, -0.086, -0.108, -0.191, -0.021, 0.043, 0.061, 0.069, 0.143, 0.185, 0.130, 0.140, 0.081, 0.058, 1.064, 0.112, 0.133, 0.128, 0.024, -0.067, 0.077, 0.105],
  "charge": 0,
  "multiplicity": 1,
  "relative_energy_kcal_mol": 278.2,
  "orbital_gap_ev": 8.7086,
  "e_tot_ha": -1220.2934,
  "smiles": "CCCCc1nnc(NC(=O)CCc2ccccc2)s1"
}

---

No. 5
{
  "formula": "CHCl2FS2",
  "method": "the ωB97M-V functional and the def2-TZVPD basis",
  "species": ["C", "F", "S", "S", "Cl", "Cl", "H"],
  "coordinates": [[-0.828, 2.253, -2.079], [-1.147, 2.134, -3.345], [0.319, -1.543, -0.850], [1.130, 0.167, -1.515], [-2.044, 2.105, -0.884], [0.231, 3.621, -1.799], [-0.632, -0.944, -0.191]],
  "lowdin_charge": [-1.301, -0.035, 0.255, 0.106, 0.631, 0.585, -0.240],
  "charge": 0,
  "multiplicity": 1,
  "relative_energy_kcal_mol": 45.1,
  "orbital_gap_ev": [8.4213, 6.6284],
  "e_tot_ha": -1855.2316
}